(1)
{
  "formula": "C11H20N2O8S",
  "method": "ωB97M-V/def2-TZVPD",
  "lumo_ev": 0.26,
  "multiplicity": 1,
  "homo_energy_ev": -8.41,
  "symbols": ["O", "O", "O", "N", "O", "O", "O", "O", "O", "S", "C", "C", "N", "C", "C", "C", "C", "C", "C", "C", "C", "C", "H", "H", "H", "H", "H", "H", "H", "H", "H", "H", "H", "H", "H", "H", "H", "H", "H", "H", "H", "H"],
  "xyz": [[-0.206, -1.467, -3.098], [-0.918, 3.019, -0.376], [0.908, 1.033, 1.247], [0.260, -1.038, -2.109], [1.125, 2.753, -1.287], [3.052, -4.048, 4.772], [-0.758, -1.505, 2.731], [0.474, -3.859, 3.345], [0.917, -2.857, 0.626], [-1.967, 3.074, -4.650], [-0.154, 2.459, -1.196], [0.320, -0.004, 1.104], [-0.465, -0.032, -1.415], [-1.348, 4.757, -4.629], [-0.742, -0.345, -0.035], [-2.692, 2.761, -2.981], [-2.185, 1.387, -2.377], [2.764, -2.989, 3.949], [-0.708, 1.327, -2.066], [0.484, -1.129, 2.284], [1.752, -3.373, 2.849], [1.464, -2.239, 1.730], [1.190, 3.531, -0.733], [3.728, -3.799, 5.412], [-0.660, -2.375, 3.284], [0.573, -4.311, 4.165], [0.071, -3.316, 0.911], [-1.141, 5.053, -5.657], [-2.177, 5.396, -4.286], [-0.468, 4.946, -4.008], [-1.585, 0.269, 0.348], [-1.089, -1.332, 0.032], [-3.819, 2.786, -3.003], [-2.400, 3.616, -2.386], [-2.312, 0.660, -3.188], [-2.780, 1.226, -1.434], [3.641, -2.483, 3.577], [2.241, -2.260, 4.578], [-0.114, 1.361, -2.952], [1.050, -0.604, 3.082], [2.241, -4.275, 2.407], [2.435, -1.774, 1.431]],
  "forces_ev_per_angstrom": [[-0.536, 1.142, -1.128], [2.013, -0.910, -2.118], [-0.149, -0.255, -0.788], [0.869, -1.028, 2.106], [-0.096, -0.198, -0.899], [0.499, -1.923, 0.517], [-0.754, -2.699, 1.088], [0.185, 1.400, -0.999], [-1.678, -1.298, -0.550], [-0.080, -0.920, -0.062], [-3.490, 0.173, 2.782], [-0.280, -1.671, 1.124], [-0.037, 1.689, -0.937], [-0.791, 0.746, 0.565], [0.887, 2.360, 1.121], [-0.273, -0.232, 0.055], [-0.884, 2.099, -0.360], [-2.259, 2.196, 0.170], [0.308, -1.429, 1.076], [2.207, 1.595, -1.158], [1.244, -0.632, -0.528], [-0.262, -0.696, 2.274], [0.541, 0.459, 0.613], [-0.168, -0.035, -0.117], [-0.066, 2.043, -1.459], [0.454, -0.641, 0.964], [1.457, 0.773, -0.445], [0.070, -0.224, 0.026], [0.421, 0.011, -0.067], [-0.076, -0.264, -0.064], [0.197, -0.101, -0.625], [-0.109, -1.427, 0.265], [1.150, -0.209, -0.255], [0.144, 0.014, 0.424], [-0.438, -0.295, 0.684], [0.514, -0.276, -1.111], [0.348, -0.051, -0.676], [-0.012, 0.569, -0.066], [0.305, -0.332, -0.900], [-0.189, 0.016, -0.308], [-0.405, 0.736, -0.486], [-0.779, -0.275, 0.252]],
  "lowdin_charge": [0.054, 0.067, 0.111, -0.024, 0.154, -0.036, -0.026, -0.032, -0.026, 0.792, -0.462, -0.230, -0.091, -0.440, -0.070, -0.456, -0.196, -0.255, -0.210, -0.283, -0.234, -0.267, 0.132, 0.104, 0.136, 0.087, 0.139, 0.028, 0.037, 0.033, 0.146, 0.092, 0.087, 0.053, 0.108, 0.131, 0.127, 0.124, 0.124, 0.145, 0.157, 0.171]
}

(2)
{
  "formula": "C11H20N2S",
  "method": "ωB97M-V/def2-TZVPD",
  "lumo_ev": [-1.25, -1.25],
  "multiplicity": 1,
  "homo_energy_ev": [-8.42, -8.43],
  "symbols": ["C", "C", "C", "C", "C", "C", "C", "C", "C", "C", "C", "N", "N", "S", "H", "H", "H", "H", "H", "H", "H", "H", "H", "H", "H", "H", "H", "H", "H", "H", "H", "H", "H", "H"],
  "xyz": [[0.148, -0.185, 0.292], [-0.690, -0.407, -0.715], [-0.030, 0.959, 1.265], [-0.308, 3.470, 1.374], [-0.802, 2.177, 0.752], [2.629, -0.405, 0.016], [1.531, -1.377, 2.054], [-1.744, -2.540, -1.366], [-0.946, -0.941, -3.130], [1.357, -1.058, 0.568], [-0.673, -1.509, -1.735], [0.740, 3.514, 2.048], [-2.193, 2.068, 1.056], [-3.261, 2.980, 0.400], [-0.548, 0.591, 2.154], [0.948, 1.320, 1.579], [-1.549, 0.246, -0.824], [-0.983, 4.312, 1.160], [-0.639, 2.310, -0.331], [2.813, 0.553, 0.495], [2.540, -0.243, -1.055], [3.485, -1.050, 0.200], [2.308, -2.129, 2.174], [0.608, -1.772, 2.473], [1.823, -0.498, 2.622], [-1.774, -3.346, -2.098], [-2.724, -2.068, -1.334], [-1.538, -2.966, -0.387], [-0.940, -1.740, -3.870], [-0.189, -0.211, -3.406], [-1.921, -0.458, -3.158], [1.217, -2.011, 0.051], [0.302, -2.003, -1.754], [1.001, 4.418, 2.430]],
  "forces_ev_per_angstrom": [[0.062, -0.023, 0.110], [-0.001, 0.018, -0.020], [-0.059, 0.129, -0.316], [-0.443, 0.468, 0.028], [0.829, -0.365, -0.450], [-0.191, -0.188, -0.004], [-0.102, -0.082, -0.229], [0.262, 0.010, -0.027], [0.209, -0.152, 0.158], [0.049, -0.025, -0.062], [-0.120, 0.007, -0.014], [0.663, -0.193, 0.379], [-0.919, -0.347, 0.469], [0.149, 0.084, -0.246], [0.092, 0.092, 0.096], [-0.020, -0.073, 0.075], [-0.118, 0.170, -0.009], [0.191, 0.037, 0.087], [-0.114, -0.004, 0.075], [0.046, 0.140, 0.058], [0.030, 0.045, -0.126], [0.142, -0.013, 0.013], [0.080, -0.048, 0.061], [-0.078, -0.051, 0.118], [0.023, 0.109, 0.106], [-0.048, -0.106, -0.082], [-0.126, 0.033, 0.018], [-0.042, -0.062, 0.080], [-0.029, -0.024, -0.094], [0.025, 0.083, -0.055], [-0.122, 0.080, -0.023], [0.004, 0.052, 0.011], [-0.029, 0.028, 0.025], [-0.295, 0.173, -0.209]],
  "lowdin_charge": [-0.204, -0.051, -0.125, -0.216, -0.468, -0.055, -0.070, -0.069, -0.077, -0.386, -0.427, 0.123, -0.477, 0.708, 0.132, 0.088, 0.105, 0.090, 0.142, 0.078, 0.078, 0.078, 0.078, 0.082, 0.076, 0.075, 0.081, 0.077, 0.075, 0.076, 0.077, 0.121, 0.123, 0.065]
}

(3)
{
  "formula": "C11H20N3O",
  "method": "ωB97M-V/def2-TZVPD",
  "lumo_ev": [-2.94, -7.50],
  "multiplicity": 3,
  "homo_energy_ev": [-11.49, -13.48],
  "total_charge": 1,
  "s2": 2.013,
  "symbols": ["C", "C", "C", "C", "C", "C", "C", "C", "C", "C", "C", "N", "N", "N", "O", "H", "H", "H", "H", "H", "H", "H", "H", "H", "H", "H", "H", "H", "H", "H", "H", "H", "H", "H", "H"],
  "xyz": [[0.219, -2.911, 0.001], [1.365, 0.392, -0.611], [0.409, -1.047, -2.470], [-0.697, -2.084, -2.167], [0.292, 0.243, -1.604], [-0.864, -3.097, -3.270], [-0.922, 1.041, -1.688], [-0.344, 1.948, 2.634], [-1.620, -0.029, 2.163], [0.705, -0.214, 1.680], [-0.333, 0.490, 2.714], [0.535, 0.180, 0.343], [-0.366, -2.908, -1.021], [2.672, 0.389, -0.718], [0.790, -2.950, 0.978], [1.333, -1.628, -2.164], [0.375, -0.894, -3.476], [-1.605, -1.547, -1.888], [-0.083, -3.817, -3.484], [-1.061, -2.588, -4.147], [-1.678, -3.718, -2.918], [-1.374, 1.048, -2.692], [-0.809, 2.105, -1.357], [-1.634, 0.735, -0.924], [-0.115, 2.277, 1.604], [-1.252, 2.253, 2.970], [0.428, 2.404, 3.248], [-1.813, 0.577, 1.238], [-2.347, 0.082, 2.963], [-1.536, -1.088, 1.887], [1.763, -0.100, 1.911], [0.449, -1.201, 1.941], [0.190, -0.017, 3.506], [3.162, 0.768, 0.039], [3.033, 0.540, -1.642]],
  "forces_ev_per_angstrom": [[-1.332, 0.403, -2.785], [-4.875, -1.477, -0.466], [1.060, -0.576, 4.140], [0.893, -0.515, 0.804], [1.483, -1.469, -5.911], [-0.645, -0.557, 1.113], [-0.110, 1.665, 0.504], [3.395, 0.597, -0.430], [-0.452, -0.491, 0.281], [-1.826, 1.936, 1.977], [3.148, -1.957, -3.104], [3.340, 0.723, 3.899], [-0.816, 0.244, -0.575], [-0.373, 0.077, -0.856], [2.347, -0.760, 4.001], [-0.590, 0.936, -0.813], [0.159, 0.797, -2.918], [-0.336, -0.248, -0.542], [0.771, 0.385, 0.502], [-0.912, 0.767, -2.080], [-0.522, -0.109, -0.522], [0.077, -0.270, 0.468], [0.386, -0.628, -0.479], [-0.662, -0.551, 0.039], [-0.591, 0.010, 0.306], [-2.691, 1.542, 0.730], [0.052, 0.123, 0.189], [-0.377, -0.547, 0.952], [-0.711, 0.072, -0.528], [-0.385, 0.193, 0.096], [0.539, 0.337, -0.028], [0.251, -1.423, -0.690], [-1.166, 0.300, 1.696], [1.227, 0.263, 1.189], [0.243, 0.207, -0.158]],
  "lowdin_charge": [-0.361, -0.288, -0.067, -0.347, -0.174, -0.038, -0.037, -0.068, -0.057, -0.132, -0.380, 0.222, 0.169, 0.272, 0.178, 0.149, 0.084, 0.144, 0.099, 0.059, 0.094, 0.114, 0.114, 0.080, 0.092, 0.055, 0.096, 0.091, 0.101, 0.088, 0.164, 0.075, 0.142, 0.121, 0.147]
}

(4)
{
  "formula": "C11H20NO9P",
  "method": "ωB97M-V/def2-TZVPD",
  "lumo_ev": 0.49,
  "multiplicity": 1,
  "homo_energy_ev": -10.11,
  "symbols": ["C", "O", "C", "N", "C", "O", "O", "P", "O", "O", "H", "H", "H", "H", "H", "H", "H", "H", "O", "C", "O", "C", "C", "C", "H", "H", "H", "H", "H", "H", "O", "C", "O", "C", "C", "C", "H", "H", "H", "H", "H", "H"],
  "xyz": [[-0.136, -1.606, 3.770], [-0.034, -0.394, 4.511], [-1.265, 0.234, 4.729], [-1.743, 0.975, 3.567], [-2.822, 0.538, 2.797], [-3.334, 1.218, 1.944], [-3.254, -0.725, 3.086], [-4.928, -0.950, 3.274], [-4.810, -2.428, 3.923], [-5.147, -0.024, 4.604], [-0.803, -2.311, 4.277], [0.861, -2.040, 3.698], [-0.498, -1.411, 2.757], [-1.098, 0.943, 5.543], [-2.013, -0.504, 5.035], [-0.962, 1.225, 2.970], [-4.348, -2.437, 4.773], [-4.348, 0.233, 5.081], [1.566, -3.218, -0.937], [1.496, -2.068, -0.622], [0.788, -1.661, 0.463], [0.801, -0.221, 0.546], [2.021, 0.221, -0.251], [2.103, -0.865, -1.317], [-0.131, 0.156, 0.118], [0.856, 0.066, 1.595], [1.931, 1.226, -0.649], [2.909, 0.180, 0.383], [1.493, -0.627, -2.188], [3.120, -1.085, -1.632], [1.468, 1.837, -2.918], [1.529, 1.644, -4.098], [0.430, 1.624, -4.881], [0.780, 1.265, -6.231], [2.262, 1.603, -6.361], [2.760, 1.360, -4.937], [0.584, 0.199, -6.361], [0.143, 1.827, -6.909], [2.766, 1.011, -7.121], [2.379, 2.656, -6.618], [3.049, 0.321, -4.772], [3.577, 2.011, -4.639]],
  "forces_ev_per_angstrom": [[0.027, 0.122, -0.103], [0.099, -0.101, -0.007], [0.202, 0.020, 0.175], [-0.027, -1.052, -0.182], [-0.091, 0.358, -0.611], [0.328, -0.325, 0.253], [-0.079, 0.447, 0.681], [-0.190, -0.246, -0.022], [0.000, 0.093, -0.041], [0.091, 0.120, -0.212], [-0.016, 0.011, -0.073], [-0.061, 0.109, 0.066], [-0.097, -0.183, 0.063], [0.038, -0.070, -0.105], [-0.086, 0.135, -0.036], [-0.174, 0.676, 0.111], [0.030, -0.126, -0.045], [-0.012, -0.035, 0.084], [0.037, -0.059, 0.045], [-0.077, -0.058, -0.177], [0.053, 0.167, 0.037], [0.002, 0.103, -0.018], [0.082, -0.021, -0.001], [0.085, 0.103, 0.356], [0.008, -0.002, -0.020], [-0.012, -0.113, 0.032], [-0.078, -0.016, -0.059], [-0.019, -0.010, 0.031], [-0.004, -0.004, -0.025], [-0.048, -0.085, -0.134], [-0.012, 0.080, -0.035], [0.073, -0.108, 0.045], [-0.046, 0.012, -0.054], [0.049, -0.013, -0.076], [0.039, -0.001, 0.093], [-0.118, 0.179, -0.241], [0.017, -0.010, 0.005], [-0.051, 0.027, 0.060], [-0.023, -0.050, 0.018], [-0.008, 0.003, -0.017], [0.028, -0.001, 0.038], [0.040, -0.077, 0.102]],
  "lowdin_charge": [-0.080, -0.160, -0.242, 0.117, -0.625, 0.098, -0.225, 0.846, -0.252, -0.247, 0.094, 0.098, 0.068, 0.131, 0.115, 0.139, 0.061, 0.055, 0.124, -0.481, 0.011, -0.155, -0.148, -0.077, 0.134, 0.106, 0.098, 0.121, 0.117, 0.127, 0.110, -0.484, 0.033, -0.148, -0.149, -0.072, 0.127, 0.125, 0.116, 0.118, 0.130, 0.126]
}